[1]
69
Properties=species:S:1:pos:R:3:forces:R:3:mulliken_charge:R:1 method="wB97M-V/def2-TZVPD" homo_energy_ev="-16.6 / -16.6" multiplicity=1 gap_ev="4.69 / 4.69" charge=+3 lumo_energy_ha="-0.439 / -0.439"
Pt -1.087066 0.728477 0.280100 0.4467 0.3502 -0.3754 0.96
C -3.633550 -0.449386 -2.351542 -0.0373 -0.0341 0.0093 -0.52
C -3.906350 0.617948 -1.346250 -0.0335 0.0132 0.0388 0.35
N -3.085531 1.102393 -0.426198 -0.0473 0.0120 0.0416 -0.13
C -3.651751 2.187277 0.222411 0.0176 -0.0177 -0.0840 -0.10
C -4.914594 2.480698 -0.160885 -0.0398 0.0160 0.0280 -0.62
S -5.409645 1.412192 -1.384550 0.0461 -0.0067 -0.0605 -0.10
C -2.819700 2.900152 1.168186 0.0016 0.0118 0.0764 0.50
C -3.177697 3.977355 1.899537 0.0030 0.0204 0.0197 -0.64
S -1.903982 4.426868 2.924721 0.0256 -0.0104 -0.0622 -0.06
C -0.929682 3.173793 2.332791 0.0107 0.0307 0.0782 0.52
N -1.518346 2.443505 1.390299 -0.1464 -0.0864 -0.0125 0.36
C 0.402015 2.995504 2.968303 -0.0445 -0.0875 0.0828 -1.07
H -2.602475 -0.772409 -2.312443 -0.1601 0.0214 -0.0475 -0.46
H -3.820110 -0.060131 -3.352980 -0.0250 -0.0054 -0.0001 0.57
H -4.295026 -1.304037 -2.207758 0.0036 -0.0132 0.0268 0.42
H -5.562128 3.265855 0.194024 0.0087 -0.0004 0.0098 0.45
H -4.116382 4.506541 1.888350 -0.0049 -0.0103 0.0124 0.45
H 0.470957 3.640210 3.842824 0.0211 0.0165 -0.0123 0.70
H 1.221519 3.252216 2.302461 -0.1545 -0.0337 0.0914 0.13
H 0.523627 1.968192 3.298583 0.0172 0.0053 0.0286 0.08
C 0.714972 -1.823023 -4.351087 -0.0067 0.0301 -0.0112 -0.58
C 0.649813 -2.864539 -3.425264 0.0017 0.0088 0.0022 -1.03
C 0.139638 -2.623832 -2.173264 -0.0417 0.0659 -0.0030 -0.26
C -0.346559 -1.315155 -1.845367 0.1060 0.2251 -0.1478 0.18
C -0.166651 -0.242624 -2.774711 0.0912 -0.0134 0.0857 -0.01
C 0.314606 -0.510303 -4.021510 0.0339 -0.0484 -0.0185 -1.04
N -0.963606 -1.064033 -0.680343 -0.0350 -0.5723 0.5949 0.29
C -1.594405 -2.109118 -0.043640 0.1414 0.1666 -0.2976 0.68
C -1.677866 -2.140340 1.370103 -0.0448 -0.0492 0.1417 -0.53
C -2.259826 -3.215864 1.985621 0.0275 0.0247 0.0327 -0.90
C -2.816827 -4.257526 1.223519 0.0170 0.0310 0.0272 -0.52
C -2.789227 -4.220273 -0.165625 0.0359 0.0440 -0.0966 -0.99
C -2.194208 -3.153231 -0.804188 -0.0615 -0.1120 0.0359 -0.01
H 1.127225 -2.014166 -5.334807 -0.0006 -0.0029 0.0027 0.52
H 1.041630 -3.840416 -3.677710 -0.0021 0.0003 -0.0051 0.54
H 0.201163 -3.373169 -1.395161 0.0026 0.0002 0.0025 0.76
H -0.477274 0.755678 -2.489367 -0.0237 -0.0105 -0.0027 0.55
H 0.400285 0.276270 -4.758694 0.0135 -0.0007 0.0025 0.57
H -1.209833 -1.357651 1.952985 -0.0112 0.0170 -0.0266 0.37
H -2.282927 -3.272153 3.065366 -0.0096 -0.0065 -0.0016 0.50
H -3.296246 -5.086545 1.728556 -0.0032 -0.0053 -0.0008 0.48
H -3.264256 -5.001086 -0.743678 -0.0114 0.0023 0.0082 0.49
H -2.277934 -3.048024 -1.877653 -0.0030 -0.0080 -0.0058 0.57
C 3.760214 -0.043571 3.190974 -0.0178 0.0165 0.0201 -1.45
C 2.320859 -0.187209 2.770261 -0.0038 0.0091 0.0264 -0.07
O 2.002759 0.889263 1.817587 0.0279 -0.0424 0.0539 -0.01
P 1.208147 0.723594 0.481145 -0.0811 0.1083 -0.1132 0.00
O 1.693500 1.901969 -0.416027 -0.1707 0.0804 -0.0128 -0.12
C 2.404239 3.157481 -0.125824 0.1894 0.0058 0.0250 0.12
C 3.850612 3.036857 -0.525223 -0.0246 -0.0106 -0.0113 -1.24
O 1.749296 -0.589126 -0.196484 -0.1234 -0.1340 -0.0002 -0.07
C 3.174774 -0.741164 -0.550750 -0.0017 0.0100 -0.0434 0.11
C 3.588010 -2.165688 -0.295427 -0.0171 -0.0010 -0.0003 -1.30
H 3.960171 -0.719479 4.022614 0.0042 -0.0221 -0.0202 0.45
H 3.956747 0.972276 3.531645 0.0076 -0.0106 0.0168 0.34
H 4.449361 -0.285907 2.382726 -0.0094 0.0138 -0.0181 0.31
H 1.645846 -0.069967 3.616998 -0.0421 0.0504 -0.0106 0.47
H 2.118617 -1.143257 2.287099 0.0162 -0.0182 0.0102 0.22
H 2.299353 3.380212 0.934248 0.1090 -0.0446 -0.1676 -0.04
H 1.877641 3.910970 -0.705036 -0.0166 -0.0005 -0.0015 0.45
H 4.364008 2.282437 0.071125 0.0082 0.0092 0.0027 0.24
H 4.348237 3.991663 -0.353517 -0.0072 0.0087 -0.0007 0.45
H 3.946259 2.794313 -1.582870 0.0049 -0.0098 0.0075 0.33
H 3.755705 -0.029320 0.033884 0.0227 -0.0234 0.0177 0.04
H 3.255485 -0.471053 -1.602860 -0.0147 0.0137 0.0091 0.32
H 3.562659 -2.415004 0.764890 -0.0064 0.0140 0.0080 0.32
H 4.608246 -2.311798 -0.650727 0.0020 0.0044 0.0088 0.44
H 2.943466 -2.860579 -0.834515 0.0196 -0.0056 -0.0144 0.28


[2]
31
Properties=species:S:1:pos:R:3:forces:R:3:mulliken_charge:R:1 method="wB97M-V/def2-TZVPD" homo_energy_ev="-10.3 / -12.6" multiplicity=7 gap_ev="2.49 / 1.98" charge=+1 s_squared=12.095 lumo_energy_ha="-0.287 / -0.388"
O 0.696448 3.186206 -3.095065 -1.7505 3.9094 1.3636 -0.59
V 1.364884 1.753670 -3.554092 2.5854 -2.8830 -0.5709 1.31
O 0.385211 0.915911 -4.440838 -0.8291 -0.9887 -0.7844 -0.71
O 6.110425 -4.535425 0.779255 0.3965 0.0247 0.9725 -0.39
V 5.388868 -4.719422 -0.623361 0.4019 0.9157 -1.1822 1.78
O 4.271174 -5.843187 -0.475544 -0.8389 -0.8839 0.2375 -0.39
Cl 1.589747 -1.734849 0.064453 -1.9558 2.6455 -2.1084 1.68
O 1.037428 -2.784132 -0.700693 0.0709 -2.1192 -0.5282 -0.43
O 1.489586 -1.933886 1.432638 -0.5309 -0.2019 2.3179 -0.41
O 3.024580 -1.823043 -0.155538 1.7867 -0.3952 -0.7486 -0.38
O 1.051541 -0.531681 -0.451093 0.7038 -0.0038 1.0598 -0.45
C 2.234086 2.525755 3.387723 0.0402 1.2879 -2.5047 -0.38
C 2.317566 3.986947 3.751557 0.7914 -1.1697 -0.4765 0.27
O 3.741768 4.147044 3.852430 -0.7548 1.4329 2.0340 -0.27
C 4.269955 3.420028 2.922624 4.5827 0.2302 -3.0158 0.66
O 5.460183 3.562992 2.535608 -4.8253 -1.3427 1.2093 -0.59
O 3.285384 2.627749 2.372196 1.0072 -1.3438 0.0826 -0.29
F 1.693846 4.157855 4.866327 -0.8275 1.1947 2.8630 -0.25
H 1.272112 2.362199 2.901986 0.2254 -0.4366 -0.1372 0.27
H 2.462925 1.762963 4.131963 0.0596 0.4756 0.2423 0.27
H 1.999974 4.736821 3.027047 -0.3311 -0.3607 -0.3151 0.30
C -4.614424 -1.694770 -2.330886 0.9996 -1.6130 -1.8022 -0.37
C -5.492147 -0.744093 -1.613446 -0.6274 -2.4440 -0.4525 0.41
O -6.802888 -1.144862 -2.089627 0.7079 0.0727 0.7189 -0.32
C -6.734287 -2.334441 -2.841904 -2.8090 0.2625 0.5313 0.67
O -7.717197 -2.888212 -3.283125 2.1979 1.2442 0.7524 -0.50
O -5.494297 -2.752954 -2.870911 2.1065 0.6228 -0.0321 -0.34
F -5.211749 0.478898 -2.018342 -0.1100 1.7634 -0.1573 -0.27
H -3.781988 -2.164686 -1.807109 -0.5491 -0.2051 0.4969 0.25
H -4.102324 -1.118522 -3.101457 -0.3738 -0.2823 -0.6878 0.23
H -5.196392 -0.876875 -0.572776 -1.5505 0.5912 0.6219 0.26


[3]
138
Properties=species:S:1:pos:R:3:forces:R:3:mulliken_charge:R:1 method="wB97M-V/def2-TZVPD" homo_energy_ev=-7.9 multiplicity=1 gap_ev=7.81 charge=0 lumo_energy_ha=-0.003
C -6.997704 1.769645 4.622705 -0.1447 0.6139 0.2565 -0.75
C -7.734341 0.659388 3.666763 -1.7550 0.5931 1.1664 -0.14
O -6.940976 -0.547674 3.385851 0.5663 1.8098 -2.7034 -0.55
B -6.451543 -0.556012 1.987372 1.3907 0.6376 3.9012 0.73
C -4.790105 -0.648805 1.774186 -0.7977 -0.6382 -0.8577 -0.54
C -4.267101 0.902048 1.680424 -0.1363 0.1482 0.4010 0.46
C -2.638553 1.089129 1.669328 -0.9406 -0.0640 -0.7649 -0.24
N -2.324736 2.249888 2.607728 1.1465 -1.0332 -0.7493 -0.33
C -2.102244 3.547039 1.862046 0.3670 0.8420 0.3474 -0.65
C -3.431080 4.146061 1.102589 -3.1662 1.1018 -2.5164 0.46
C -4.933256 4.236549 1.832147 0.2445 0.9840 -3.0154 -0.27
C -6.289146 4.787455 1.082622 3.9226 -0.4074 -1.8956 -0.46
C -6.221355 5.274288 -0.492421 3.8241 -1.5941 2.7419 -0.17
C -4.749158 5.218807 -1.221499 -0.4422 -1.0449 2.9338 -0.36
C -3.359313 4.665192 -0.477790 -3.0373 -0.0648 2.0911 0.05
O -2.069410 4.611310 -1.243240 -2.2483 2.0794 2.4058 -0.49
P -7.523020 -0.426589 0.405548 -1.4974 0.7035 -2.4328 0.05
C -9.260277 -1.194034 0.622009 -0.8302 0.1092 0.0439 -0.95
O -7.851371 1.290076 0.090015 -1.8665 -1.3951 0.0409 -0.49
H -7.142355 1.550656 5.774845 0.3413 0.2346 -2.4462 0.30
H -5.853734 1.918729 4.424390 -2.1684 -0.5221 0.2176 0.13
H -7.509688 2.824720 4.421105 0.9951 -2.2662 0.3761 0.21
H -8.125978 1.222332 2.709853 0.9926 -1.3305 1.5885 0.16
H -8.694847 0.288952 4.270894 1.9969 0.8284 -1.3550 0.24
H -4.287450 -1.247923 2.663778 -0.8865 1.3536 -1.8709 0.25
H -4.660811 -1.215068 0.731263 0.2390 1.1742 2.2658 0.11
H -4.658681 1.446095 2.663546 0.9042 -1.0534 -2.2315 -0.58
H -4.685326 1.470349 0.732073 0.5378 -1.2885 2.0083 0.24
H -2.313368 1.370316 0.568370 -0.4877 -0.7062 2.0534 0.06
H -2.104197 0.081405 1.972969 -0.9991 2.1876 -0.3726 0.31
H -1.426197 1.944095 3.087705 -1.3692 1.1145 -0.8030 0.11
H -1.790815 4.358892 2.679497 -0.5912 -1.7249 -1.8190 0.37
H -1.196146 3.375161 1.129353 -1.9646 0.8305 0.9308 0.25
H -4.998319 3.861604 2.963473 0.1264 0.9439 -2.8305 0.30
H -7.295985 4.786984 1.686144 2.2487 0.0137 -1.3986 0.27
H -7.221376 5.640674 -1.010928 2.5775 -0.8543 1.0130 0.16
H -4.661254 5.550048 -2.340635 -0.1156 -0.7364 2.4095 0.30
H -1.586255 5.477302 -1.000373 -1.1588 -1.9704 -0.5218 0.33
H -9.121563 -2.254432 1.104635 -0.4165 2.0676 -0.8105 0.29
H -9.694176 -1.348492 -0.478929 0.9234 0.3589 2.4798 0.32
H -9.998746 -0.501258 1.248358 1.4825 -1.6898 -1.1979 0.24
H -8.793150 1.386619 -0.293888 2.2790 -0.4034 0.8915 0.27
C 2.171708 -1.124381 1.291949 -0.0829 0.1174 0.1176 -0.05
C 2.618750 0.185376 1.120320 -0.1059 -0.0258 0.1143 -0.09
C 2.245436 1.175218 2.028979 -0.0777 -0.1730 0.0097 -0.92
C 1.432294 0.852824 3.115890 0.0011 -0.0927 -0.1649 -0.12
C 0.988351 -0.457763 3.289557 0.0638 0.0581 -0.1556 -0.48
C 1.354083 -1.445698 2.375680 0.0645 0.1569 -0.0524 -0.88
H 2.460067 -1.894840 0.581678 -0.0050 0.1080 0.0965 0.35
H 3.257994 0.435087 0.277172 -0.1194 -0.0362 0.1294 0.35
H 2.588429 2.197028 1.891235 -0.0345 -0.1368 0.0293 0.37
H 1.145275 1.623074 3.826840 0.0766 -0.0879 -0.0461 0.58
H 0.356010 -0.709160 4.137550 0.0609 0.0190 -0.1236 0.50
H 1.003520 -2.465464 2.508236 0.0521 0.1244 -0.0131 0.39
C 1.867949 -0.919671 -4.461767 -0.0297 0.0943 0.1206 -0.48
C 2.314991 0.390086 -4.633395 -0.0719 -0.0269 0.1026 -0.45
C 1.941678 1.379927 -3.724737 -0.0518 -0.1970 0.0656 -0.58
C 1.128536 1.057534 -2.637824 0.0734 -0.1021 -0.0972 -0.48
C 0.684593 -0.253054 -2.464158 0.0916 0.0260 -0.0858 -0.39
C 1.050324 -1.240988 -3.378035 0.1087 0.1692 -0.0129 -0.42
H 2.156309 -1.690130 -5.172037 -0.0270 0.1169 0.0841 0.47
H 2.954236 0.639797 -5.476542 -0.1004 -0.0543 0.1079 0.46
H 2.284671 2.401737 -3.862481 -0.0463 -0.1344 0.0176 0.38
H 0.841516 1.827783 -1.926876 0.0124 -0.1086 -0.0950 0.48
H 0.052250 -0.504450 -1.616164 0.0831 0.0471 -0.1122 0.51
H 0.699762 -2.260754 -3.245479 0.0138 0.1133 -0.0281 0.48
C 6.524521 -3.121681 -7.248061 -0.0517 0.1217 0.1252 -0.30
C 6.971564 -1.811924 -7.419691 -0.0988 -0.0421 0.1064 -0.40
C 6.598250 -0.822082 -6.511032 -0.0742 -0.1924 0.0534 -0.50
C 5.785107 -1.144475 -5.424120 0.0607 -0.1055 -0.1400 -0.38
C 5.341165 -2.455063 -5.250454 0.0581 0.0196 -0.1190 -0.09
C 5.706896 -3.442998 -6.164331 0.0812 0.2034 -0.0365 -0.68
H 6.812881 -3.892139 -7.958332 -0.0394 0.1136 0.1002 0.36
H 7.610808 -1.562212 -8.262838 -0.1046 -0.0378 0.1233 0.35
H 6.941243 0.199728 -6.648776 -0.0337 -0.1399 0.0240 0.36
H 5.498088 -0.374226 -4.713171 0.0243 -0.1214 -0.0736 0.48
H 4.708822 -2.706459 -4.402460 0.1084 0.0582 -0.1015 0.44
H 5.356333 -4.462763 -6.031774 0.0519 0.1292 -0.0100 0.37
C 5.627694 -3.985607 -1.040041 0.0735 0.1571 0.0238 -0.81
C 4.782406 -2.907227 -1.299565 0.1644 0.0200 0.0746 -0.60
C 5.240738 -1.602238 -1.121396 0.1452 -0.1278 0.0319 -0.26
C 6.548892 -1.375319 -0.692727 -0.0875 -0.1701 -0.0323 -0.69
C 7.395339 -2.453710 -0.436824 -0.1648 -0.0393 -0.0471 -0.19
C 6.934026 -3.758888 -0.606080 -0.1290 0.1627 -0.0618 -0.04
H 5.269055 -5.002567 -1.175736 0.0526 0.1406 0.0229 0.36
H 3.765251 -3.084020 -1.640193 0.1066 0.0402 0.0306 0.54
H 4.579747 -0.762329 -1.317249 0.0700 -0.1116 -0.0281 0.73
H 6.907794 -0.358318 -0.558526 -0.0512 -0.1459 -0.0161 0.39
H 8.415267 -2.276659 -0.104334 -0.1522 -0.0196 -0.0486 0.37
H 7.591999 -4.598848 -0.401324 -0.0962 0.0886 -0.0302 0.20
C -10.045392 9.506001 -3.895168 0.1608 -0.1009 0.0401 -0.41
C -10.056736 8.837336 -2.671435 0.1118 -0.0240 -0.0935 -0.41
C -8.959697 8.067192 -2.286474 0.0420 0.0952 -0.2108 -0.33
C -7.846141 7.973675 -3.121796 -0.1808 0.0936 -0.0363 0.08
C -7.833327 8.645428 -4.343871 -0.1265 0.0035 0.0856 -0.54
C -8.934210 9.408059 -4.732970 -0.0081 -0.0881 0.1925 -0.32
H -10.901949 10.103355 -4.196368 0.1262 -0.0888 0.0474 0.35
H -10.921678 8.915831 -2.017523 0.1310 -0.0178 -0.1048 0.34
H -8.971587 7.540875 -1.335915 0.0000 0.0926 -0.0979 0.35
H -6.989122 7.377508 -2.819772 -0.0965 0.0941 -0.0386 0.20
H -6.964784 8.573757 -4.993982 -0.1410 0.0058 0.1013 0.35
H -8.926113 9.926780 -5.687563 0.0030 -0.0660 0.1330 0.35
C 11.137097 -7.710092 -0.577622 0.0194 0.0922 0.1643 -0.34
C 10.393120 -6.530738 -0.557828 0.0668 -0.0382 0.1323 -0.38
C 10.421296 -5.706287 0.566580 0.1331 -0.1833 0.0069 0.00
C 11.202068 -6.056687 1.668456 -0.0205 -0.0957 -0.1567 -0.56
C 11.948993 -7.234199 1.647125 -0.0966 0.0422 -0.1196 -0.28
C 11.913495 -8.063326 0.526307 -0.1118 0.1785 -0.0221 -0.43
H 11.112204 -8.354088 -1.452775 0.0023 0.0982 0.1279 0.35
H 9.790152 -6.254321 -1.419170 0.0845 -0.0399 0.1200 0.36
H 9.836230 -4.790811 0.584317 0.0939 -0.1037 0.0049 0.25
H 11.227994 -5.411850 2.542885 -0.0055 -0.0968 -0.1249 0.35
H 12.558671 -7.506290 2.505268 -0.1029 0.0408 -0.1347 0.35
H 12.491190 -8.983357 0.512215 -0.0731 0.1285 -0.0004 0.35
C 0.028059 -4.679385 -1.395074 -0.1281 -0.1613 -0.0392 -0.20
C -1.286976 -4.441900 -0.996266 0.0308 -0.1126 -0.0692 -0.60
C -2.264874 -5.415051 -1.199990 0.1824 -0.0619 -0.0524 -0.41
C -1.925253 -6.630825 -1.794185 0.1276 0.1582 0.0386 -0.43
C -0.609393 -6.869725 -2.189563 -0.0364 0.1350 0.0550 -0.35
C 0.366611 -5.892882 -1.994273 -0.1803 0.0481 0.0673 -0.50
H 0.789209 -3.919381 -1.239238 -0.0900 -0.0823 -0.0017 0.55
H -1.550123 -3.497209 -0.527012 0.0321 -0.1271 -0.0754 0.48
H -3.290790 -5.227072 -0.895242 0.1485 -0.0221 -0.0357 0.38
H -2.686199 -7.391244 -1.948577 0.1129 0.1121 0.0180 0.35
H -0.344573 -7.817873 -2.651122 -0.0414 0.1543 0.0676 0.36
H 1.390497 -6.077197 -2.307437 -0.1267 0.0160 0.0441 0.37
C 1.888208 0.790247 6.750669 -0.0004 0.1150 0.1434 -0.20
C 3.203690 1.024848 7.149712 -0.0970 0.0915 0.0537 -0.54
C 3.478540 1.994820 8.113259 -0.2024 -0.0303 -0.0445 -0.33
C 2.435785 2.724025 8.685481 -0.0245 -0.1361 -0.1382 -0.40
C 1.119930 2.486744 8.289108 0.1133 -0.0521 -0.0635 -0.38
C 0.845989 1.523223 7.318785 0.2125 0.0198 0.0445 -0.35
H 1.674721 0.036597 5.997225 0.0750 0.1169 0.1362 0.37
H 4.015512 0.451792 6.708761 -0.1307 0.0909 0.0534 0.37
H 4.504268 2.182058 8.419095 -0.1434 -0.0345 -0.0360 0.36
H 2.649320 3.476553 9.439945 -0.0350 -0.1074 -0.1101 0.35
H 0.307281 3.053971 8.736329 0.1277 -0.0863 -0.0742 0.36
H -0.178727 1.342497 7.006245 0.1127 0.0155 0.0516 0.39


no.,electronic energy (a.u.),largest force on an atom (eV/Å)
1,-2656.729882,0.826
2,-3832.493339,5.491
3,-3013.239185,4.968